P:
DFT (the ωB97M-V functional and the def2-TZVPD basis) results for the ion C4H12NO with charge +1.

Values from the calculation:
Charge   +1
LUMO energy   -3.277 eV
HOMO   -14.66 eV

Cartesian coordinates (Å):
C1 -1.037 0.564 2.416
N1 -0.005 0.223 1.297
C2 -0.073 0.411 -0.199
C3 1.291 0.894 -0.711
C4 -0.451 -0.991 -0.934
O1 0.259 -1.037 -2.119
H1 -0.729 0.248 3.463
H2 -2.003 0.068 2.189
H3 -1.057 1.738 2.510
H4 0.142 -0.773 1.506
H5 0.885 0.612 1.646
H6 -0.939 1.171 -0.503
H7 1.243 1.385 -1.680
H8 1.827 1.625 -0.092
H9 1.956 0.006 -0.761
H10 -0.195 -1.784 -0.227
H11 -1.527 -0.972 -0.981
H12 -0.025 -1.853 -2.632

Löwdin atomic charge list, values in e, 4 entries: number 1, C, carries 0.02; number 2, N, carries 0.01; number 3, C, carries -0.26; number 4, C, carries -0.05

---

Q:
DFT (the ωB97M-V functional and the def2-TZVPD basis) results for a cluster of 2 separate species, C4H12NO in total.

Values from the calculation:
Charge   +1
LUMO energy   -3.105 eV
HOMO   -15.98 eV

Cartesian coordinates (Å):
C1 0.132 -0.915 0.960
N1 -0.174 0.526 0.735
C2 -0.596 0.683 -0.709
C3 -1.158 -0.684 -1.113
C4 -0.834 -1.669 0.058
H1 1.154 -1.093 0.632
H2 0.069 -1.086 2.029
H3 0.634 1.127 0.937
H4 -0.994 0.779 1.290
H5 0.223 1.015 -1.337
H6 -1.327 1.486 -0.698
H7 -2.216 -0.598 -1.358
H8 -0.680 -1.060 -2.016
H9 -0.360 -2.525 -0.402
H10 -1.732 -2.056 0.540
H11 2.439 1.998 -0.616
H12 3.144 2.100 0.731
O1 2.275 1.972 0.335

Löwdin atomic charge list, values in e, 4 entries: number 1, C, carries -0.11; number 2, N, carries 0.05; number 3, C, carries -0.10; number 4, C, carries -0.13

---

Verdict on stability: Q comes out on top.

---

P:
DFT (the ωB97M-V functional and the def2-TZVPD basis) results for a cluster of 3 separate species, C2H13N2O2 in total.

Values from the calculation:
Charge   +1
LUMO energy   -3.375 eV
HOMO   -13.27 eV

Cartesian coordinates (Å):
N1 -0.651 1.880 -0.856
C1 0.126 0.638 -0.193
C2 -0.946 -0.043 0.685
N2 -2.195 0.734 0.950
H1 -1.506 1.942 -0.299
H2 -0.042 2.683 -0.702
H3 -0.820 1.768 -1.879
H4 0.478 0.038 -0.914
H5 1.025 1.316 0.170
H6 -1.090 -1.108 0.589
H7 -0.408 -0.159 1.716
H8 -3.016 0.230 0.962
H9 -2.122 0.810 1.897
H10 5.373 -2.666 2.071
H11 5.561 -4.111 2.822
O1 5.850 -3.551 2.153
H12 -3.413 0.404 -2.564
H13 -1.949 -0.182 -2.856
O2 -2.503 0.696 -2.731

Löwdin atomic charge list, values in e, 4 entries: number 1, N, carries 0.15; number 2, C, carries -0.05; number 3, C, carries -0.20; number 4, N, carries 0.04

---

Q:
DFT (the ωB97M-V functional and the def2-TZVPD basis) results for a cluster of 3 separate species, C2H13N2O2 in total.

Values from the calculation:
Charge   +1
LUMO energy   -3.110 eV
HOMO   -12.91 eV

Cartesian coordinates (Å):
N1 0.228 0.417 1.198
C1 1.184 0.380 0.057
C2 0.480 0.195 -1.289
N2 1.485 0.022 -2.337
H1 0.101 -0.459 1.719
H2 -0.727 0.569 0.821
H3 0.366 1.239 1.776
H4 1.820 -0.488 0.184
H5 1.803 1.265 0.017
H6 -0.132 1.062 -1.535
H7 -0.206 -0.651 -1.178
H8 1.263 -0.757 -2.950
H9 2.411 -0.108 -1.954
H10 -0.492 -2.632 2.282
H11 -1.147 -2.875 0.901
O1 -0.746 -2.199 1.456
H12 -2.894 1.365 -0.361
H13 -2.477 2.268 0.777
O2 -2.320 1.386 0.415

Löwdin atomic charge list, values in e, 4 entries: number 1, N, carries 0.17; number 2, C, carries -0.15; number 3, C, carries -0.27; number 4, N, carries 0.01

---

Verdict on stability: Q comes out on top.

---

P:
DFT (the ωB97M-V functional and the def2-TZVPD basis) results for an isolated molecule of C2H4NPS.

Values from the calculation:
LUMO energy (alpha / beta)   -1.356 / -0.817 eV
HOMO (alpha / beta)   -8.19 / -8.40 eV

Cartesian coordinates (Å):
C1 -1.211 -1.025 -0.215
C2 0.217 1.174 0.137
N1 2.066 -1.113 -0.098
P1 2.281 0.319 0.185
S1 -0.790 0.386 -0.955
H1 -1.243 -1.952 -0.781
H2 -1.384 -0.931 0.849
H3 -0.219 0.920 1.032
H4 0.282 2.221 -0.154

Löwdin atomic charge list, values in e, 4 entries: number 1, C, carries -0.35; number 2, C, carries -0.69; number 3, N, carries -0.48; number 4, P, carries 0.66

---

Q:
DFT (the ωB97M-V functional and the def2-TZVPD basis) results for an isolated molecule of C2H4NPS.

Values from the calculation:
LUMO energy (alpha / beta)   -1.945 / -1.962 eV
HOMO (alpha / beta)   -8.59 / -8.62 eV

Cartesian coordinates (Å):
C1 0.074 -0.294 0.024
C2 -1.391 0.202 -0.122
P1 -2.469 -1.130 -0.011
N1 -4.145 -0.743 -0.014
S1 -4.684 0.791 0.071
H1 0.324 -1.406 0.191
H2 0.315 0.229 0.955
H3 0.714 0.181 -0.720
H4 -1.510 1.326 -0.273

Löwdin atomic charge list, values in e, 4 entries: number 1, C, carries -0.24; number 2, C, carries -0.47; number 3, P, carries 0.75; number 4, N, carries -0.83

---

Verdict on stability: Q comes out on top.

---

P:
DFT (the ωB97M-V functional and the def2-TZVPD basis) results for an isolated molecule of C7H10N2S.

Values from the calculation:
LUMO energy (alpha / beta)   -0.382 / 0.420 eV
HOMO (alpha / beta)   -6.98 / -7.06 eV

Cartesian coordinates (Å):
C1 -2.118 -1.075 0.160
C2 -2.039 1.410 0.182
C3 -0.736 -0.580 0.201
C4 -0.726 0.921 0.193
C5 0.378 -1.379 0.286
C6 0.294 -2.831 -0.167
C7 0.548 2.903 -0.477
N1 1.592 1.255 0.730
N2 0.448 1.656 0.230
S1 -3.263 0.176 0.075
H1 -2.403 -2.101 0.229
H2 -2.320 2.451 -0.064
H3 1.457 -1.021 0.273
H4 1.210 -2.824 -0.680
H5 -0.424 -2.988 -0.892
H6 0.301 -3.757 0.590
H7 1.586 2.952 -0.674
H8 0.064 3.013 -1.432
H9 0.277 3.628 0.267
H10 1.391 0.386 1.174

Löwdin atomic charge list, values in e, 4 entries: number 1, C, carries -0.38; number 2, C, carries -0.36; number 3, C, carries -0.26; number 4, C, carries -0.25

---

Q:
DFT (the ωB97M-V functional and the def2-TZVPD basis) results for a cluster of 2 separate species, C7H10N2S in total.

Values from the calculation:
LUMO energy   0.111 eV
HOMO   -8.82 eV

Cartesian coordinates (Å):
C1 -0.508 -2.206 -0.299
N1 -1.320 -1.443 0.311
C2 -1.912 -0.344 -0.266
N2 -2.437 -0.227 -1.482
C3 -3.193 0.876 -1.607
C4 -3.390 1.493 -0.387
S1 -2.610 0.727 0.899
H1 0.002 -2.981 0.254
H2 -0.256 -2.065 -1.388
H3 -3.739 1.160 -2.475
H4 -3.773 2.529 -0.258
C5 2.925 1.408 0.092
C6 2.135 0.617 0.780
C7 2.492 -0.762 1.224
H5 3.908 1.253 -0.144
H6 2.572 2.374 -0.024
H7 1.197 0.989 1.003
H8 3.491 -0.649 1.507
H9 2.545 -1.496 0.338
H10 1.870 -1.251 1.923

Löwdin atomic charge list, values in e, 4 entries: number 1, C, carries -0.03; number 2, N, carries -0.04; number 3, C, carries -0.68; number 4, N, carries 0.05

---

Verdict on stability: Q comes out on top.

---

P:
DFT (the ωB97M-V functional and the def2-TZVPD basis) results for a structure of composition C6H6O2.

Values from the calculation:
LUMO energy   0.968 eV
HOMO   -8.13 eV

Cartesian coordinates (Å):
C1 2.340 -0.977 0.084
C2 1.041 -0.221 -0.055
C3 -0.066 1.690 0.009
C4 -0.997 0.679 -0.097
C5 -2.219 -0.179 0.057
C6 -0.262 -0.505 -0.111
H1 2.880 -0.867 -0.885
H2 2.101 -2.030 0.150
H3 3.055 -0.510 0.745
H4 -0.175 2.723 0.256
H5 -2.703 -0.109 1.030
H6 -2.894 -0.250 -0.810
O1 1.138 1.128 -0.008
O2 -1.299 -1.363 0.032

Löwdin atomic charge list, values in e, 4 entries: number 1, C, carries 0.00; number 2, C, carries -0.24; number 3, C, carries -0.06; number 4, C, carries -0.10

---

Q:
DFT (the ωB97M-V functional and the def2-TZVPD basis) results for a cluster of 2 separate species, C6H6O2 in total.

Values from the calculation:
LUMO energy   0.281 eV
HOMO   -8.75 eV

Cartesian coordinates (Å):
C1 1.426 -2.058 0.119
C2 0.740 -1.056 0.191
C3 0.835 0.457 -0.152
C4 1.767 1.241 0.719
O1 0.229 0.854 -1.101
H1 2.124 -2.850 0.062
H2 1.695 0.926 1.756
H3 2.800 1.102 0.396
H4 1.522 2.297 0.620
C5 -2.643 -0.271 -1.004
C6 -2.372 -0.386 0.272
O2 -2.684 0.023 1.358
H5 -2.008 0.361 -1.604
H6 -3.432 -0.640 -1.632

Löwdin atomic charge list, values in e, 4 entries: number 1, C, carries 0.14; number 2, C, carries -0.04; number 3, C, carries -0.46; number 4, C, carries -0.01

---

Verdict on stability: P comes out on top.

---

P:
DFT (the ωB97M-V functional and the def2-TZVPD basis) results for a structure of composition C6H12N2O2.

Values from the calculation:
LUMO energy   0.656 eV
HOMO   -9.00 eV

Cartesian coordinates (Å):
C1 -0.572 0.094 1.645
C2 0.879 1.868 -0.887
C3 -0.442 1.546 -0.168
C4 1.643 0.598 -1.133
C5 -0.179 0.119 0.240
C6 -1.177 -2.385 -0.129
N1 1.133 -0.204 0.027
N2 -1.403 -1.074 -0.589
O1 0.309 0.188 2.648
O2 -1.740 0.229 1.933
H1 0.755 2.491 -1.780
H2 1.577 2.428 -0.258
H3 -0.940 2.139 0.613
H4 -1.102 1.418 -1.022
H5 1.481 0.099 -2.100
H6 2.742 0.647 -0.947
H7 -1.458 -2.498 0.958
H8 -1.689 -3.069 -0.783
H9 0.005 -2.566 -0.242
H10 1.142 -1.247 -0.226
H11 -2.211 -0.727 -0.052
H12 1.246 -0.093 2.252

Löwdin atomic charge list, values in e, 4 entries: number 1, C, carries -0.55; number 2, C, carries -0.17; number 3, C, carries -0.07; number 4, C, carries -0.16

---

Q:
DFT (the ωB97M-V functional and the def2-TZVPD basis) results for an isolated molecule of C6H12N2O2.

Values from the calculation:
LUMO energy   0.833 eV
HOMO   -9.25 eV

Cartesian coordinates (Å):
H1 -0.285 -2.192 -0.809
N1 -0.763 -2.074 0.079
C1 -0.486 -1.001 0.694
N2 -1.029 -0.775 1.922
C2 0.778 -0.029 0.251
C3 1.099 0.997 1.323
C4 1.997 -0.881 -0.078
O1 0.335 0.584 -0.948
C5 -1.004 0.964 -0.889
C6 -1.571 0.918 -2.285
O2 -1.528 1.489 0.057
H2 -1.184 0.184 2.186
H3 -1.735 -1.447 2.187
H4 0.249 1.644 1.532
H5 1.909 1.634 0.955
H6 1.427 0.494 2.234
H7 1.771 -1.591 -0.870
H8 2.802 -0.235 -0.429
H9 2.320 -1.421 0.810
H10 -2.374 1.640 -2.376
H11 -1.921 -0.086 -2.524
H12 -0.809 1.184 -3.021

Löwdin atomic charge list, values in e, 4 entries: number 1, H, carries 0.04; number 2, N, carries 0.13; number 3, C, carries -0.44; number 4, N, carries 0.13

---

R:
DFT (the ωB97M-V functional and the def2-TZVPD basis) results for an isolated molecule of C6H12N2O2.

Values from the calculation:
LUMO energy   0.676 eV
HOMO   -8.91 eV

Cartesian coordinates (Å):
H1 3.956 -1.749 -0.024
N1 2.954 -2.253 -0.568
C1 2.652 -1.238 -1.232
O1 3.847 -0.212 -0.750
C2 1.351 -0.537 -1.423
C3 0.351 -0.730 -0.293
N2 -0.153 0.555 0.164
C4 -1.126 0.456 1.211
C5 -2.529 -0.053 0.928
C6 -2.281 1.405 1.213
O2 -2.327 2.323 0.166
H2 3.390 0.589 -0.446
H3 0.906 -0.884 -2.370
H4 1.538 0.524 -1.651
H5 0.756 -1.243 0.592
H6 -0.434 -1.429 -0.636
H7 -0.540 1.095 -0.607
H8 -0.704 0.204 2.188
H9 -3.044 -0.655 1.678
H10 -2.747 -0.304 -0.112
H11 -2.608 1.799 2.180
H12 -3.211 2.337 -0.211

Löwdin atomic charge list, values in e, 4 entries: number 1, H, carries 0.20; number 2, N, carries 0.10; number 3, C, carries -0.31; number 4, O, carries -0.16

---

S:
DFT (the ωB97M-V functional and the def2-TZVPD basis) results for an isolated molecule of C6H12N2O2.

Values from the calculation:
LUMO energy   0.657 eV
HOMO   -8.79 eV

Cartesian coordinates (Å):
H1 -0.489 0.763 1.931
N1 -1.485 0.404 1.349
C1 -1.938 -0.321 2.260
O1 -0.881 -0.089 3.432
C2 -3.311 -0.705 2.695
C3 -4.409 0.228 2.197
C4 -5.791 -0.375 2.458
O2 -6.821 0.506 2.063
C5 -6.738 1.759 2.717
C6 -5.394 2.421 2.439
N2 -4.276 1.555 2.789
H2 -1.075 -0.734 4.120
H3 -3.494 -1.725 2.321
H4 -3.352 -0.774 3.794
H5 -4.295 0.350 1.108
H6 -5.929 -1.303 1.886
H7 -5.896 -0.611 3.536
H8 -7.568 2.370 2.340
H9 -6.870 1.620 3.807
H10 -5.323 2.662 1.366
H11 -5.317 3.364 2.998
H12 -4.197 1.474 3.802

Löwdin atomic charge list, values in e, 4 entries: number 1, H, carries 0.18; number 2, N, carries 0.12; number 3, C, carries -0.34; number 4, O, carries -0.12

---

Verdict on stability: Q comes out on top.